# 1
110
Properties=species:S:1:pos:R:3:mulliken_charge:R:1 method="wB97M-V/def2-TZVPD" e_above_lowest_kcal_mol=14.34 total_charge=0 gap_ev=9.95 smiles="CCOS(C)(=O)=O.CCOS(C)(=O)=O.CCOS(C)(=O)=O.CCOS(C)(=O)=O.CCOS(C)(=O)=O.CCOS(C)(=O)=O.O=C1OCCO1.O=C1OCCO1" e_homo_ev=-10.1 e_lumo_ev=-0.196
C 6.208 -27.974 5.072 -1.050
C 6.203 -28.647 3.737 -0.017
O 7.288 -29.527 3.853 -0.397
S 7.676 -30.396 2.561 1.107
C 8.857 -29.283 1.804 -1.067
O 8.328 -31.566 3.137 -0.644
O 6.594 -30.405 1.688 -0.504
H 6.254 -28.743 5.766 0.426
H 5.292 -27.578 5.071 -0.007
H 7.068 -27.283 5.215 0.339
H 5.461 -29.289 3.469 0.179
H 6.378 -27.970 2.994 0.452
H 8.283 -28.662 1.106 0.321
H 9.285 -29.890 1.135 0.480
H 9.353 -28.762 2.633 0.327
C -2.092 -31.601 -5.302 -1.408
C -1.239 -31.341 -4.066 -0.142
O 0.091 -32.102 -4.111 -0.274
S 1.155 -32.101 -2.948 1.240
C 1.982 -33.626 -3.257 -0.980
O 2.084 -30.956 -3.117 -0.644
O 0.439 -32.149 -1.670 -0.597
H -3.022 -31.229 -5.093 0.486
H -2.425 -32.622 -5.442 0.370
H -1.842 -31.044 -6.181 0.333
H -1.155 -30.256 -4.118 0.270
H -1.792 -31.340 -3.150 0.361
H 2.590 -33.877 -2.459 0.301
H 2.551 -33.508 -4.234 0.309
H 1.395 -34.507 -3.373 0.373
C -2.748 -31.455 5.042 -0.832
C -2.102 -30.541 6.190 -0.303
O -2.562 -29.173 6.289 -0.148
S -1.944 -28.253 7.390 1.138
C -2.847 -26.781 7.152 -0.798
O -2.275 -28.848 8.707 -0.644
O -0.622 -28.163 6.881 -0.588
H -2.534 -31.228 3.929 0.078
H -3.884 -31.145 5.125 0.216
H -2.647 -32.535 5.006 0.400
H -2.506 -30.925 7.232 0.320
H -0.990 -30.415 5.902 0.268
H -3.111 -26.461 6.014 0.210
H -2.078 -26.179 7.720 0.337
H -3.720 -27.028 7.744 0.399
C 2.386 -34.801 0.460 -1.292
C 3.011 -35.905 1.398 -0.427
O 4.093 -36.488 0.749 -0.295
S 5.086 -37.581 1.611 1.148
C 4.260 -39.037 1.270 -0.945
O 6.282 -37.589 0.933 -0.576
O 4.975 -37.513 2.995 -0.586
H 3.116 -34.152 0.204 0.402
H 1.819 -34.311 1.147 0.506
H 1.955 -35.301 -0.388 0.340
H 3.526 -35.458 2.330 0.332
H 2.383 -36.634 1.596 0.428
H 4.231 -39.253 0.182 0.338
H 3.217 -38.984 1.478 0.318
H 4.744 -39.976 1.639 0.336
C -3.660 -20.243 1.532 -1.037
C -2.218 -20.351 2.034 -0.159
O -1.923 -21.682 2.550 -0.335
S -0.394 -22.205 3.045 1.182
C -0.489 -24.016 3.195 -0.913
O 0.450 -21.776 1.971 -0.646
O -0.246 -21.610 4.342 -0.629
H -4.484 -20.448 2.370 0.251
H -3.831 -21.124 0.862 0.287
H -3.871 -19.177 1.118 0.313
H -1.590 -20.359 1.136 0.301
H -2.040 -19.453 2.775 0.236
H -1.137 -24.518 2.417 0.333
H -0.761 -24.123 4.138 0.565
H 0.452 -24.613 3.234 0.241
C 3.395 -30.719 0.273 -1.642
C 3.393 -29.385 1.071 -0.118
O 2.170 -29.266 1.669 -0.189
S 1.868 -27.858 2.442 1.333
C 0.251 -28.000 3.178 -1.159
O 2.759 -27.786 3.570 -0.672
O 1.892 -26.805 1.437 -0.687
H 3.087 -31.508 0.908 0.417
H 4.339 -30.936 -0.129 0.522
H 2.529 -30.772 -0.324 0.508
H 4.165 -29.391 1.681 -0.055
H 3.637 -28.572 0.516 0.604
H 0.159 -27.454 4.106 0.433
H 0.171 -29.025 3.484 0.400
H -0.685 -27.936 2.793 0.301
O -2.454 -30.286 -0.140 -0.621
C -2.819 -29.567 0.797 0.651
O -3.242 -29.984 2.017 -0.334
C -3.588 -28.914 2.811 -0.042
C -3.322 -27.754 1.821 -0.462
O -2.799 -28.291 0.714 -0.243
H -4.635 -28.992 2.999 0.420
H -3.060 -28.646 3.671 -0.025
H -2.735 -27.093 2.364 0.307
H -4.433 -27.423 1.610 0.327
O 2.533 -23.038 3.942 -0.538
C 2.731 -23.766 4.879 0.634
O 1.887 -24.737 5.285 -0.142
C 2.382 -25.526 6.273 0.025
C 3.702 -24.761 6.614 -0.280
O 3.689 -23.744 5.691 -0.364
H 1.682 -25.639 7.165 0.311
H 2.967 -26.333 5.954 -0.099
H 4.780 -25.301 6.419 0.168
H 3.352 -24.332 7.592 0.297


# 2
11
Properties=species:S:1:pos:R:3:mulliken_charge:R:1 method="wB97M-V/def2-TZVPD" e_above_lowest_kcal_mol=25.61 total_charge=0 gap_ev=8.75 e_homo_ev=-9.9 e_lumo_ev=-1.149
N 3.015 0.919 -1.105 -0.567
O 1.264 -1.808 0.248 -0.628
O -0.881 2.169 -0.719 -0.577
N 1.829 0.720 -0.801 0.479
C 0.503 -0.828 0.281 0.952
C -0.586 1.098 -0.211 0.165
C 0.685 0.455 -0.219 0.205
C -0.773 -1.016 0.704 -0.500
C -1.444 0.091 0.411 -0.471
H -1.153 -1.988 1.001 0.433
H -2.460 0.188 0.410 0.509


# 3
114
Properties=species:S:1:pos:R:3:mulliken_charge:R:1 method="wB97M-V/def2-TZVPD" total_charge=+2 gap_ev=2.49 e_homo_ev=-10.3 e_lumo_ev=-7.777
C -3.711 3.412 2.111 -1.277
C -2.709 3.418 0.886 0.913
O -2.184 4.727 0.591 -0.469
B -1.107 4.673 -0.324 0.822
O -0.211 5.763 -0.281 -0.630
C -0.884 3.424 -1.335 0.001
C -1.448 3.444 -2.689 -1.293
C -1.259 2.304 -3.591 -0.715
C -0.534 1.092 -3.193 0.273
S -0.310 -0.320 -4.311 -0.176
C 0.050 1.062 -1.842 -0.016
C -0.124 2.222 -0.945 0.847
C 0.550 2.105 0.469 -0.606
O 1.182 3.007 0.963 -0.475
C 0.362 0.706 1.143 1.281
C 0.028 0.567 2.569 0.846
C -0.209 1.765 3.526 -0.667
C 1.103 2.501 3.989 0.751
O 0.886 3.025 5.314 -0.497
C 2.094 3.027 6.082 -0.107
C 2.909 4.368 6.036 -0.605
O 3.460 4.718 4.751 -0.491
C 4.167 3.682 4.156 0.311
C 5.113 2.793 4.834 -1.144
C 5.755 1.705 4.089 0.054
C 5.520 1.425 2.674 -0.521
C 6.192 0.261 1.868 2.201
C 7.684 0.789 1.559 -1.427
C 5.543 0.058 0.421 -1.428
C 6.376 -1.085 2.668 -2.100
C 5.104 -1.659 3.408 2.467
C 5.227 -3.256 3.308 -1.823
C 5.084 -1.365 4.988 -1.271
C 3.713 -1.303 2.767 -1.165
C 4.600 2.361 1.982 -0.014
C 3.958 3.443 2.721 -0.312
C -0.087 -0.833 3.046 -1.150
C 0.091 -1.990 2.166 0.685
C -0.056 -3.474 2.655 -1.290
C 0.414 -1.824 0.728 -0.973
C 0.541 -0.460 0.247 0.505
C 0.845 -0.170 -1.263 -0.133
O 1.608 -0.834 -1.915 -0.564
H -3.645 2.380 2.570 0.317
H -3.379 4.125 2.904 0.322
H -4.777 3.548 1.809 0.347
H -3.264 3.007 -0.003 0.071
H -1.911 2.665 1.132 -0.483
H 0.366 5.684 0.502 0.353
H -2.006 4.362 -3.005 0.417
H -1.671 2.322 -4.628 0.807
H -1.444 -1.110 -4.185 0.082
H -0.688 1.340 4.458 0.532
H -0.952 2.510 3.127 -0.360
H 1.248 3.405 3.327 0.211
H 2.027 1.875 3.893 -0.546
H 1.774 2.895 7.160 0.403
H 2.740 2.125 5.866 0.026
H 2.197 5.192 6.330 0.390
H 3.691 4.359 6.854 0.289
H 5.320 2.937 5.922 0.276
H 6.449 1.020 4.636 0.466
H 8.039 1.379 2.446 0.352
H 8.378 -0.062 1.312 0.343
H 7.644 1.529 0.708 0.385
H 4.425 0.226 0.439 0.072
H 5.981 0.743 -0.346 0.339
H 5.663 -1.014 0.092 0.274
H 7.235 -0.930 3.387 0.364
H 6.738 -1.875 1.944 0.468
H 6.265 -3.536 3.654 0.425
H 4.497 -3.766 3.992 0.412
H 5.052 -3.627 2.260 0.364
H 6.100 -1.076 5.361 0.264
H 4.723 -2.301 5.496 0.409
H 4.331 -0.556 5.168 0.102
H 3.401 -0.232 2.940 -0.305
H 2.940 -1.947 3.287 0.478
H 3.677 -1.576 1.682 0.216
H 4.351 2.291 0.901 0.437
H 3.259 4.151 2.208 0.362
H -0.358 -0.982 4.119 0.357
H -0.789 -3.599 3.487 0.370
H -0.452 -4.059 1.775 0.342
H 0.959 -3.900 2.871 0.242
H 0.558 -2.685 0.039 0.388
C -4.847 1.230 -4.318 -0.871
N -5.304 -0.077 -4.847 0.065
C -6.507 -0.549 -4.475 -0.317
C -6.982 -1.744 -4.980 -0.586
C -6.218 -2.473 -5.889 0.730
C -4.967 -1.964 -6.233 -0.852
C -4.530 -0.766 -5.700 -0.126
C -6.713 -3.730 -6.497 0.617
C -6.825 -3.852 -7.881 -0.707
C -7.241 -5.042 -8.446 -0.105
N -7.539 -6.099 -7.671 -0.013
C -7.465 -6.008 -6.330 -0.349
C -7.059 -4.836 -5.724 -0.591
C -7.936 -7.386 -8.286 -0.862
H -4.851 1.177 -3.230 0.496
H -5.539 1.993 -4.675 0.398
H -3.843 1.442 -4.675 0.054
H -7.083 0.049 -3.780 0.488
H -7.964 -2.086 -4.672 0.518
H -4.318 -2.496 -6.919 0.500
H -3.564 -0.349 -5.956 0.573
H -6.592 -3.020 -8.535 0.509
H -7.331 -5.162 -9.518 0.402
H -7.723 -6.892 -5.760 0.489
H -6.992 -4.806 -4.642 0.506
H -8.913 -7.664 -7.893 0.377
H -7.182 -8.127 -8.023 0.377
H -7.988 -7.278 -9.367 0.279


# 4
112
Properties=species:S:1:pos:R:3:mulliken_charge:R:1 method="wB97M-V/def2-TZVPD" e_above_lowest_kcal_mol=10.45 total_charge=+2 gap_ev="7.76 / 5.34" multiplicity=5 e_homo_ev="-12.0 / -12.7" e_lumo_ev="-4.204 / -7.363" s2=6.030
Rh -0.311 0.439 -0.029 0.799
C 1.166 2.834 4.027 -2.142
C 0.178 3.922 3.626 1.225
C 0.678 5.252 4.194 -1.713
C -1.210 3.583 4.154 -1.400
N 0.041 4.084 2.127 0.322
C -0.643 5.169 1.622 -0.398
C -0.622 5.075 0.279 -1.246
N 0.049 3.924 -0.057 0.344
B 0.356 3.671 -1.574 1.019
N 1.692 2.907 -1.771 0.197
C 2.865 3.613 -1.597 -1.314
C 3.887 2.772 -1.809 -0.369
N 3.352 1.530 -2.120 0.445
C 1.999 1.628 -2.083 0.277
S 0.818 0.383 -2.321 -0.514
C 4.312 0.399 -2.406 1.283
C 5.077 0.127 -1.112 -1.608
C 5.251 0.864 -3.521 -1.670
C 3.636 -0.886 -2.859 -2.439
N -0.830 3.035 -2.361 -0.157
C -0.855 3.210 -3.724 -1.374
C -1.904 2.523 -4.210 -0.267
N -2.543 1.926 -3.141 0.662
C -1.864 2.246 -2.019 0.135
S -2.206 1.776 -0.375 -0.404
C -3.752 1.054 -3.407 1.264
C -4.812 1.939 -4.060 -1.617
C -3.297 -0.062 -4.349 -1.577
C -4.339 0.423 -2.153 -2.133
C 0.430 3.318 1.082 0.375
S 1.205 1.753 1.162 -0.444
H 1.323 2.921 5.101 0.567
H 2.132 2.954 3.537 0.510
H 0.786 1.836 3.820 0.285
H 0.826 5.138 5.267 0.466
H -0.031 6.066 4.053 0.434
H 1.631 5.537 3.746 0.393
H -1.174 3.458 5.237 0.532
H -1.564 2.649 3.719 0.154
H -1.933 4.369 3.928 0.447
H -1.068 5.931 2.248 0.583
H -1.032 5.731 -0.468 0.666
H 0.523 4.763 -2.047 -0.172
H 2.870 4.662 -1.353 0.645
H 4.944 2.950 -1.763 0.584
H 5.646 0.995 -0.781 0.425
H 5.781 -0.689 -1.276 0.445
H 4.389 -0.163 -0.316 0.314
H 5.870 1.709 -3.224 0.445
H 4.685 1.143 -4.410 0.397
H 5.921 0.046 -3.783 0.440
H 3.040 -1.328 -2.066 0.518
H 4.432 -1.583 -3.127 0.663
H 3.007 -0.731 -3.735 0.510
H -0.120 3.809 -4.233 0.650
H -2.250 2.422 -5.221 0.599
H -4.478 2.351 -5.012 0.392
H -5.083 2.764 -3.401 0.378
H -5.706 1.346 -4.250 0.461
H -2.987 0.316 -5.322 0.389
H -4.123 -0.753 -4.508 0.478
H -2.463 -0.611 -3.907 0.341
H -4.704 1.166 -1.447 0.450
H -3.627 -0.230 -1.650 0.342
H -5.186 -0.184 -2.473 0.597
C -0.523 -5.174 -3.363 -1.117
C 0.521 -4.318 -4.070 -0.365
C 1.642 -3.872 -3.140 -0.799
N 1.151 -2.939 -2.118 0.784
C 0.828 -3.159 -0.847 0.016
S 0.001 -1.965 0.049 0.223
N 1.176 -4.341 -0.302 0.492
C 0.873 -4.879 0.978 0.311
O 0.247 -4.263 1.793 -0.545
C 1.407 -6.257 1.209 0.729
C 2.008 -7.052 0.232 -0.118
C 2.436 -8.333 0.537 -0.972
C 2.269 -8.833 1.821 -0.371
C 1.681 -8.045 2.801 -0.686
C 1.251 -6.766 2.495 -0.466
H -1.306 -5.478 -4.055 0.408
H -1.002 -4.633 -2.543 0.223
H -0.074 -6.084 -2.956 0.271
H 0.053 -3.431 -4.507 0.297
H 0.972 -4.875 -4.893 0.405
H 2.430 -3.359 -3.692 0.183
H 2.101 -4.740 -2.670 0.474
H 0.859 -2.028 -2.457 -0.541
H 1.706 -4.953 -0.898 -0.166
H 2.155 -6.714 -0.788 0.288
H 2.898 -8.943 -0.228 0.398
H 2.594 -9.838 2.054 0.413
H 1.556 -8.428 3.805 0.406
H 0.788 -6.141 3.247 0.431
C -3.534 0.730 2.750 -0.883
Te -2.034 -0.709 2.262 0.362
C -1.439 -0.557 4.306 -1.380
C -2.398 0.399 4.969 1.027
C -2.270 0.681 6.328 -0.783
C -3.130 1.576 6.939 -0.630
C -4.129 2.197 6.196 -0.652
C -4.260 1.920 4.847 -0.677
C -3.397 1.020 4.226 0.109
H -4.497 0.283 2.509 0.716
H -3.422 1.627 2.140 0.382
H -0.403 -0.228 4.373 0.431
H -1.497 -1.565 4.717 0.652
H -1.494 0.195 6.908 0.477
H -3.028 1.789 7.995 0.428
H -4.809 2.892 6.672 0.437
H -5.039 2.403 4.268 0.489